No. 1
Here is 3 unconnected molecules or ions with the total composition C4H11NO2 in a non-equilibrium geometry from the OMol25 dataset. Energies are from the ωB97M-V functional and the def2-TZVPD basis.

Properties
Structure (SMILES): C=N/C=C/C.O.O
Charge: 0
ΔE to the lowest compared entry with this formula, charge and spin in kJ/mol: 258.85

Structure (XYZ):
```
18
Properties=species:S:1:pos:R:3:forces:R:3:lowdin_charge:R:1
H 0.050 -4.741 2.112 0.01 0.03 0.07 0.03
C 0.766 0.483 -1.230 1.03 -0.94 -0.40 -0.11
H 1.175 3.897 2.939 0.10 -0.39 0.25 0.07
H -1.148 -5.521 1.600 -0.02 0.03 0.11 0.03
N 1.175 1.960 2.268 -0.57 0.12 -0.60 -0.01
H -2.507 -1.138 -5.533 0.00 0.30 -0.04 0.03
H 1.803 0.486 -1.595 0.05 -0.40 0.27 0.08
C 1.212 1.165 1.103 0.03 -1.07 0.79 -0.21
H 1.730 3.705 1.228 -0.12 -0.46 -0.26 0.08
O -3.358 -1.002 -5.100 0.21 -0.60 -0.03 -0.07
H 0.255 0.585 -2.188 -0.80 0.80 0.56 0.07
C 1.363 3.192 2.127 0.29 1.42 0.30 -0.07
H 0.512 -0.516 -0.862 0.27 0.02 -0.15 0.07
H -3.597 -1.912 -4.872 -0.21 0.30 0.07 0.04
H 1.532 0.157 1.353 0.15 -0.04 -0.31 0.11
O -0.816 -5.064 2.380 0.01 -0.06 -0.17 -0.06
H 0.343 2.456 -0.251 -0.19 -0.09 -0.05 0.10
C 0.708 1.444 -0.090 -0.24 1.04 -0.40 -0.16
```
Forces are in eV/Å.

No. 2
Here is 13 unconnected molecules or ions with the total composition C52H143N13O13 in a non-equilibrium geometry from the OMol25 dataset. Energies are from the ωB97M-V functional and the def2-TZVPD basis.

Properties
Charge: 0
ΔE to the lowest compared entry with this formula, charge and spin in kJ/mol: 82.25

Structure (XYZ):
```
221
Properties=species:S:1:pos:R:3:forces:R:3:lowdin_charge:R:1
O -0.494 -1.378 -3.640 -0.37 -0.28 -0.11 -0.22
H -5.171 -0.516 -2.449 -0.07 0.39 -0.38 0.06
H 4.634 1.828 -2.268 -0.15 -0.04 0.03 0.09
C 3.182 0.579 6.405 0.05 0.21 -0.79 -0.11
H -7.032 0.377 -0.796 -0.01 -0.16 0.65 0.02
H 1.004 2.966 -4.169 -0.03 -0.14 -0.36 0.10
H 3.617 6.403 3.030 -0.27 -0.15 -0.10 0.07
N -0.002 -4.031 0.684 1.03 0.16 0.44 0.06
H 2.314 2.597 3.598 -0.31 0.27 -0.43 0.08
H -8.291 1.169 -2.848 -0.04 -0.09 0.05 0.07
C -5.493 2.166 -3.120 0.33 -0.22 1.65 -0.21
H 4.937 -1.975 1.905 -0.64 -0.02 0.19 0.08
H 1.161 2.603 -6.572 0.42 0.08 -0.16 0.14
C -4.223 3.158 -10.036 0.03 0.87 -1.15 -0.12
O -4.417 2.800 -8.707 -0.54 -0.82 -0.91 -0.17
C 2.107 0.807 -7.388 0.46 0.48 -2.10 -0.43
N 3.980 1.052 -2.211 -0.04 -0.02 0.28 0.05
H -4.892 2.647 -10.727 -0.21 -0.29 0.40 0.09
H -0.033 -3.536 5.394 -0.42 -0.03 0.06 0.04
H 3.322 2.829 -0.440 0.10 0.25 0.35 0.07
H -8.103 0.293 -4.417 -0.23 -0.08 0.30 0.08
C 2.585 5.028 1.056 1.11 -1.48 0.60 -0.25
H -3.429 -0.101 -5.035 -0.01 -0.32 0.45 0.03
H 1.635 4.219 4.059 0.04 0.01 -0.20 0.07
C 0.797 -5.010 1.442 0.15 -0.01 -0.89 -0.41
H 1.738 0.392 -9.383 0.07 -0.12 0.12 0.07
H 2.345 0.813 5.722 0.06 -0.28 0.19 0.06
C -6.818 0.745 4.813 0.24 -0.01 -0.96 -0.09
C 2.943 -1.746 6.225 0.15 0.61 0.47 -0.22
H -0.674 -6.533 0.976 0.02 -0.05 0.18 0.13
H 2.280 -3.659 2.340 -0.01 0.03 -0.11 0.06
H 8.464 -3.165 3.301 -0.25 -0.18 -0.46 0.14
C 3.479 -3.364 -0.554 -1.44 -0.77 0.33 -0.13
H -1.733 -1.655 -0.544 -0.20 0.10 -0.18 0.08
H 3.358 -4.189 8.624 -0.06 0.05 -0.11 0.08
C -3.568 -4.059 1.677 -0.84 0.04 -0.30 -0.12
H 0.380 1.491 4.667 0.06 0.38 0.05 0.12
C -6.475 0.494 1.224 0.77 1.77 -1.92 -0.44
C -5.366 4.498 -3.120 0.55 -0.16 0.48 -0.11
H 3.476 -1.601 -2.572 -0.32 -0.10 0.27 0.13
H -0.588 -3.546 1.356 -0.46 -0.09 -0.45 0.03
C 3.616 -3.286 8.060 0.09 -0.28 0.25 -0.07
H 1.389 -1.245 -4.549 -0.10 0.46 0.30 0.09
N -3.401 -0.780 -4.254 0.06 0.28 -0.75 0.05
H 3.635 0.911 -3.157 0.19 -0.28 0.05 0.06
C 3.743 -1.293 -1.548 0.51 0.42 -0.40 -0.21
H -5.224 4.474 -2.025 -0.15 0.01 -0.17 0.09
H -5.999 0.964 5.487 -0.18 -0.10 0.45 0.09
H 7.640 -0.626 1.847 -0.08 -0.14 0.04 0.13
H -1.696 2.585 5.165 0.13 0.16 -0.29 0.13
H 1.616 2.808 0.078 -0.06 0.18 -0.07 0.08
C 4.696 -0.117 -1.671 1.02 0.45 0.07 -0.40
H -0.735 -2.593 -5.328 0.38 0.28 0.04 0.13
O 0.597 0.041 1.511 0.85 -0.08 0.14 -0.24
H 2.017 -1.456 1.519 0.19 0.32 0.04 0.08
C -0.071 -6.216 1.840 0.75 0.30 0.88 -0.19
H -0.592 3.484 8.458 -0.08 -0.25 -0.10 0.09
O 2.042 1.404 -5.143 0.65 0.57 1.27 -0.19
N 2.360 -4.080 6.035 0.16 0.20 0.73 0.04
H 0.188 -1.665 4.386 -0.22 -0.10 0.33 0.06
C 1.244 1.895 -4.070 -0.18 0.09 -0.38 -0.08
H 4.549 7.183 0.890 -0.15 -0.43 -0.07 0.08
H 1.946 4.456 1.746 -0.52 0.34 -0.37 0.11
H -2.516 3.952 -5.230 -0.12 -0.02 0.03 0.08
C -0.821 -1.656 3.959 0.40 1.12 -0.32 -0.06
C 2.514 6.491 1.306 0.01 1.19 0.79 -0.44
H -4.897 1.826 1.916 0.00 0.16 -0.21 0.07
C -7.169 0.537 2.528 -0.62 -0.23 0.44 -0.26
H 3.252 -3.996 -1.423 0.28 -0.13 0.06 0.09
C 0.108 -8.474 2.661 1.28 -0.43 -1.06 -0.10
H 4.117 1.412 -6.852 -0.21 0.16 -0.13 0.08
H -5.783 0.613 -4.535 -0.20 0.07 0.09 0.11
H 0.973 0.987 -0.266 -0.23 -0.13 -0.17 0.10
H -4.470 2.864 -6.186 0.01 -0.24 -0.10 0.14
H -2.385 2.992 -8.334 -0.02 0.24 -0.37 0.13
H 0.741 -8.993 3.386 -0.29 0.28 0.31 0.08
H 9.703 -0.415 3.156 0.15 -0.13 -0.05 0.08
H -4.408 4.235 -10.180 0.10 -0.07 0.05 0.09
N 2.664 6.679 2.776 0.22 0.40 -0.33 0.03
H -1.446 2.732 -5.933 -0.15 0.20 -0.11 0.06
H 1.724 -4.752 6.461 0.17 -0.03 -0.18 0.08
H -6.089 2.619 0.850 -0.09 0.08 0.04 0.08
H 0.362 1.091 -6.293 0.09 -0.04 0.25 0.11
H 0.164 -9.139 1.778 -0.53 0.21 0.16 0.09
H -1.574 1.200 0.451 0.57 0.42 0.03 0.13
H -3.198 2.961 -10.376 -0.02 -0.09 0.12 0.09
H 4.517 -1.329 3.595 -0.16 -0.58 -0.10 0.07
C -0.740 3.146 5.201 -0.95 0.10 0.16 -0.22
C 0.879 -1.687 -3.679 0.10 -0.65 -0.78 -0.10
H -0.985 4.187 4.930 0.31 -0.04 0.18 0.14
H -6.596 -0.978 -3.005 -0.02 0.12 0.22 0.08
H 5.757 -0.644 0.176 0.09 -0.32 -0.29 0.03
H 2.089 2.953 5.234 -0.24 0.46 0.05 0.06
H 4.095 0.556 5.780 -0.11 -0.06 0.24 0.09
H 3.592 4.641 1.350 -0.01 0.40 -0.11 0.14
H 10.444 -3.025 1.953 -0.02 0.21 -0.07 0.07
H -2.182 1.068 -1.817 -0.16 -0.02 0.22 0.06
H 2.219 -1.559 5.422 0.20 -0.09 -0.15 0.10
H -2.533 2.226 -4.717 -0.31 0.20 0.21 0.06
N -7.453 0.495 0.140 -0.33 -0.82 -0.49 0.03
C 3.520 7.310 0.520 0.81 -0.08 -0.26 -0.07
C -6.238 0.920 -3.579 -0.44 -0.40 -0.40 -0.41
N -6.125 -0.176 -2.588 0.25 -0.04 -0.09 0.02
H 0.325 1.304 -4.133 -0.16 0.20 0.80 0.08
H -0.812 4.811 7.368 -0.41 -0.10 -0.25 0.09
N 9.635 -2.523 1.595 -0.07 -0.59 -0.32 0.03
H -5.933 5.384 -3.380 -0.05 0.04 -0.13 0.09
N -1.273 0.714 -1.564 0.80 0.27 -0.39 0.06
H 8.700 -1.003 4.470 -0.17 -0.17 -0.09 0.08
C 9.371 -1.320 3.670 0.02 0.05 0.18 -0.07
H -3.505 -2.239 3.476 0.03 0.13 0.21 0.13
C -1.108 0.418 -0.147 -1.90 -1.64 -0.38 -0.39
H -2.149 -2.269 5.483 -0.14 0.00 -0.04 0.14
H -1.591 -1.293 1.158 -0.17 0.14 -0.10 0.05
O -0.251 3.007 6.519 0.34 0.18 -0.03 -0.19
H -1.212 -0.651 4.152 -0.03 -0.02 -0.21 0.08
H 3.255 1.421 7.090 0.04 -0.25 0.28 0.09
N -0.929 -3.872 5.024 -0.01 -0.17 -0.56 0.06
C -1.922 -0.876 0.198 0.72 0.40 0.79 -0.03
C -0.989 3.730 7.470 0.40 0.21 0.37 -0.12
H -5.506 2.181 -2.008 -0.05 -0.07 -0.24 0.11
H -4.416 0.848 -7.278 0.17 0.14 0.48 0.09
C -2.466 2.914 -5.558 0.99 -0.38 -0.54 -0.05
H 7.074 -2.189 1.248 -0.09 -0.10 0.30 0.12
H -4.355 4.544 -3.556 -0.19 0.06 -0.07 0.08
H -0.704 -5.859 2.673 -0.31 -0.37 -0.39 0.12
C 5.190 -1.312 2.739 -0.09 0.20 -0.10 -0.11
C 2.355 3.334 -0.536 0.03 0.02 -0.75 -0.11
H 6.054 0.996 -0.322 -0.27 0.06 -0.17 0.09
H -0.617 -1.722 2.889 -0.40 -0.24 -0.02 0.04
H -0.521 -4.425 -0.085 -0.25 -0.06 0.10 0.07
H 3.374 8.389 0.614 -0.46 -0.09 -0.13 0.07
H 3.259 -4.557 5.955 -0.27 -0.01 -0.22 0.08
H 9.213 -3.150 0.911 0.07 0.14 0.09 0.07
H -4.419 2.086 -3.381 -0.27 0.15 -0.24 0.11
O -6.214 0.692 3.532 0.20 -0.16 0.57 -0.21
H 4.593 -3.468 7.593 -0.12 0.09 -0.04 0.08
C -5.529 1.703 1.029 0.31 -0.52 0.79 -0.06
N -3.567 1.058 -6.735 0.11 0.53 -1.45 0.05
C -3.374 3.252 -7.930 0.46 0.01 1.34 -0.25
C -1.720 -2.707 4.577 0.83 -0.07 0.86 -0.41
H -1.200 1.905 2.979 0.09 0.21 -0.14 0.06
H -3.360 -4.930 1.051 0.42 0.06 0.14 0.09
H -2.937 -0.330 -3.478 0.19 0.08 0.17 0.04
H 1.015 -2.770 -3.847 -0.02 0.08 0.44 0.10
H 0.269 1.675 2.380 -0.31 0.59 0.41 0.04
H 4.011 0.898 -8.500 -0.33 -0.09 -0.14 0.07
H 1.609 -2.841 7.555 -0.06 0.35 -0.31 0.14
H -3.520 -3.867 4.203 0.06 0.35 0.51 0.13
H 3.370 2.481 -8.043 -0.23 -0.02 -0.01 0.08
H -7.881 1.374 2.606 -0.08 -0.01 -0.32 0.13
H -0.627 -4.300 4.153 -0.15 -0.46 0.26 0.02
N 1.248 0.786 -8.589 -0.43 -0.07 -0.03 0.03
H 2.714 0.169 1.205 -0.38 0.13 0.03 0.07
O 6.464 -1.692 3.192 0.25 0.30 -0.13 -0.17
H -3.491 4.329 -7.777 0.47 0.23 -0.06 0.14
C 7.427 -1.665 2.156 0.06 0.12 -0.11 -0.22
C 1.422 -4.267 2.618 -0.31 -0.77 0.26 -0.05
H 4.488 0.510 0.392 0.17 0.21 -0.23 0.05
H -0.999 -0.804 -5.519 -0.10 -0.28 -0.34 0.12
H 3.488 7.002 -0.528 0.08 0.27 0.00 0.08
O -2.491 -3.727 2.498 1.08 0.06 0.31 -0.23
H 3.733 -2.482 8.787 -0.02 0.09 -0.14 0.08
H 0.661 -0.762 -0.366 -0.21 0.14 -0.13 0.12
H -4.362 -2.620 -5.719 -0.08 -0.11 -0.05 0.08
H 3.831 -3.957 0.290 0.46 -0.12 -0.27 0.09
H -2.723 -2.621 -3.795 0.29 -0.35 -0.27 0.14
H 2.484 -3.019 -0.210 0.27 0.35 -0.15 0.06
H -2.883 -3.617 -5.953 -0.33 -0.06 -0.18 0.08
C -7.754 1.117 -3.791 0.79 0.39 -0.67 -0.05
C -1.150 -1.679 -4.872 0.13 -0.18 -0.08 -0.19
C 1.631 3.148 4.256 0.24 -0.45 0.72 -0.06
C 1.952 -0.381 1.771 -0.89 -0.63 -0.05 -0.06
H 2.674 7.685 2.957 -0.24 -0.24 0.02 0.07
C -2.622 -1.964 -4.668 -0.78 1.03 1.14 -0.43
H 1.787 1.825 -3.132 -0.15 -0.55 -0.02 0.05
H 1.011 1.734 -8.876 0.08 -0.05 0.17 0.07
H -1.047 -0.102 -2.141 -0.20 0.38 0.18 0.04
C -3.502 2.547 -6.606 -0.90 -0.43 1.33 -0.41
O 2.379 4.711 -0.288 -0.22 0.47 0.17 -0.17
O -6.067 3.368 -3.563 -0.17 -0.15 -0.65 -0.19
H 5.548 -0.333 -2.341 -0.26 -0.52 0.19 0.14
H 0.662 -3.635 3.065 0.15 0.32 -0.06 0.04
C -3.288 -2.604 -5.870 0.74 -0.35 0.02 -0.06
H -7.739 -0.400 2.623 -0.05 0.09 0.27 0.13
H -2.056 3.471 7.442 0.04 0.21 -0.07 0.09
H 2.129 -0.269 2.844 -0.04 0.08 -0.10 0.08
C 5.290 0.210 -0.294 -0.34 0.40 0.01 -0.05
C 8.703 -2.284 2.686 0.29 0.62 0.96 -0.46
H -3.822 -3.227 1.003 -0.08 -0.04 0.18 0.08
H -7.933 2.030 -4.361 -0.04 -0.01 0.11 0.07
O 0.781 -7.261 2.316 -0.72 0.17 0.18 -0.19
H -2.978 -0.623 0.300 -0.10 -0.20 -0.27 0.06
H -7.982 1.359 0.103 0.12 0.05 0.29 0.07
N -0.297 2.376 2.885 -0.06 0.10 0.45 0.06
O 2.992 -0.630 7.096 -0.20 0.26 0.19 -0.18
H 10.217 -1.817 4.156 0.09 0.17 -0.13 0.07
C 0.245 2.523 4.261 0.58 -1.72 -0.72 -0.44
H -7.308 -0.214 4.997 0.02 0.01 0.45 0.09
C -2.886 -3.108 3.728 -0.85 -0.63 -0.89 -0.18
C 1.370 1.548 -6.332 -1.24 -0.28 -0.30 -0.29
H -4.455 -4.324 2.273 0.10 0.14 -0.09 0.09
H 1.334 -1.376 -2.745 -0.03 0.06 -0.01 0.06
O 4.370 -2.347 -0.859 0.33 0.47 0.09 -0.18
H 1.537 6.879 0.997 -0.18 -0.31 0.29 0.14
H 5.099 -0.283 2.363 0.58 0.00 0.02 0.08
C 2.551 -2.969 7.013 0.20 -0.82 0.10 -0.42
H 1.619 -5.387 0.809 -0.30 0.03 0.00 0.13
C 0.340 0.177 0.122 1.22 -0.01 0.11 -0.21
H -0.921 -8.379 3.001 0.01 0.30 0.12 0.08
H -3.055 -2.098 -6.810 -0.06 0.19 0.08 0.07
H -5.829 -0.385 1.176 -0.32 -0.31 -0.06 0.13
C 3.453 1.438 -7.732 0.95 -0.24 0.96 -0.06
H 2.238 -0.226 -7.069 0.05 -0.02 0.12 0.14
H 2.115 3.294 -1.598 -0.27 -0.48 0.11 0.07
H 1.720 -4.965 3.403 0.17 0.02 -0.11 0.08
H -2.855 0.803 -7.442 -0.04 0.00 0.66 0.09
H 3.970 -1.896 5.851 -0.30 -0.12 -0.47 0.13
H -7.569 1.542 4.816 0.00 0.03 0.28 0.09
H 2.877 -0.941 -0.973 -0.17 -0.12 -0.27 0.10
H -4.884 1.508 0.175 0.05 0.08 -0.18 0.05
```
Forces are in eV/Å.

No. 3
Here is a gas-phase ion, C2H2NO3S (charge +1) in a non-equilibrium geometry from the OMol25 dataset. Energies are from the ωB97M-V functional and the def2-TZVPD basis.

Properties
Charge: +1
ΔE to the lowest compared entry with this formula, charge and spin in kJ/mol: 70.35

Structure (XYZ):
```
9
Properties=species:S:1:pos:R:3:forces:R:3:lowdin_charge:R:1
O 1.732 -0.640 0.961 0.43 -0.08 0.18 0.23
O -2.861 -1.463 2.590 2.78 0.45 -1.66 0.05
H -0.172 -1.325 -1.305 -2.91 0.54 -1.47 0.12
O 0.586 -1.368 -0.797 2.91 -0.59 1.48 0.28
C 0.773 -0.649 0.248 -1.20 0.76 0.96 -0.53
S -1.114 0.355 2.240 1.59 1.85 -1.03 1.09
H 0.490 1.361 0.597 -0.11 1.40 0.54 0.10
C -0.008 0.498 0.969 -0.71 -2.88 -0.12 -0.18
N -1.883 -1.339 1.944 -2.77 -1.44 1.13 -0.16
```
Forces are in eV/Å.

No. 4
Here is a molecular structure, C4H6LiOSn in a non-equilibrium geometry from the OMol25 dataset. Energies are from the ωB97M-V functional and the def2-TZVPD basis.

Properties
Charge: +1

Structure (XYZ):
```
13
Properties=species:S:1:pos:R:3:forces:R:3:lowdin_charge:R:1
C 0.279 0.327 -0.717 -1.12 0.65 0.34 -0.35
H 1.808 -1.283 -0.923 -0.07 -0.09 0.44 0.05
H -0.088 0.530 -1.751 0.15 -0.02 0.10 0.08
C 0.853 -1.068 -0.409 -0.87 0.36 -2.31 -0.51
C -0.927 0.890 1.531 -1.57 0.74 -1.24 -0.31
Sn 1.040 -0.878 1.676 3.61 -3.94 2.37 1.31
C -0.945 0.706 0.190 0.34 0.26 -0.37 -0.12
H 1.086 1.067 -0.573 -0.22 -0.13 -0.09 0.12
O 0.058 0.564 2.359 -1.10 2.36 0.47 -0.38
H -1.870 0.977 -0.325 0.39 -0.03 0.19 0.10
H 0.122 -1.891 -0.542 0.14 0.09 0.07 0.04
Li 0.391 -1.292 -2.523 -0.03 0.17 0.18 0.84
H -1.807 1.351 2.007 0.36 -0.41 -0.14 0.14
```
Forces are in eV/Å.

no.,orbital gap (eV)
1,9.57
2,8.93
3,8.25
4,7.22